Record 1
{"formula": "C24H48O16S4", "method": "wB97M-V/def2-TZVPD", "multiplicity": 1, "molar_mass_g_mol": 720.90, "fmax_ha_per_bohr": 0.0208, "total_energy_ev": -101765.2825, "orbital_gap_ev": 8.571, "relative_energy_kj_mol": 43.48, "elements": ["C", "C", "C", "O", "C", "O", "O", "H", "H", "H", "H", "H", "H", "C", "C", "C", "O", "C", "O", "O", "H", "H", "H", "H", "H", "H", "C", "C", "C", "O", "C", "O", "O", "H", "H", "H", "H", "H", "H", "C", "C", "C", "O", "C", "O", "O", "H", "H", "H", "H", "H", "H", "C", "S", "O", "C", "H", "H", "H", "H", "H", "H", "C", "S", "O", "C", "H", "H", "H", "H", "H", "H", "C", "S", "O", "C", "H", "H", "H", "H", "H", "H", "C", "S", "O", "C", "H", "H", "H", "H", "H", "H"], "coordinates": [[14.826355, 2.769917, 15.729763], [14.532362, 3.406221, 14.399849], [14.624896, 4.946043, 14.375049], [15.520242, 5.221886, 13.296803], [16.007525, 4.070256, 12.776256], [16.813888, 4.042472, 11.899978], [15.557244, 3.011037, 13.454648], [14.265308, 3.246346, 16.539402], [15.872974, 2.804207, 16.032214], [14.529841, 1.719067, 15.746271], [13.571466, 3.077691, 14.008132], [15.054066, 5.344898, 15.291593], [13.649483, 5.378730, 14.169242], [20.784112, 7.293255, 5.350584], [20.026749, 8.338161, 6.139812], [19.754542, 9.645203, 5.380866], [18.336989, 9.799829, 5.431394], [17.778056, 8.771030, 6.110571], [16.606969, 8.723457, 6.324492], [18.699433, 7.882899, 6.491090], [21.551940, 7.779109, 4.748877], [20.108833, 6.778310, 4.663155], [21.245211, 6.540776, 5.986136], [20.535820, 8.558353, 7.079035], [20.103464, 9.611257, 4.348717], [20.224755, 10.507367, 5.852133], [18.645384, 9.606871, 15.022997], [18.954216, 11.021039, 14.652574], [17.710132, 11.838271, 14.265653], [17.904780, 13.097860, 14.906762], [18.978017, 13.028057, 15.736992], [19.408222, 13.937686, 16.351736], [19.464901, 11.761245, 15.780306], [19.506892, 9.034581, 15.360621], [18.166328, 9.130187, 14.168016], [17.943694, 9.537153, 15.858848], [19.702720, 11.048127, 13.857022], [16.787618, 11.404113, 14.651070], [17.663761, 11.930201, 13.181299], [16.109042, 5.767950, 7.452929], [15.534085, 5.798819, 6.060973], [16.525461, 5.700564, 4.882872], [15.963542, 4.709193, 4.033821], [14.863528, 4.172702, 4.618121], [14.103898, 3.442071, 4.077874], [14.771344, 4.597306, 5.900886], [16.690556, 6.619123, 7.785102], [16.718861, 4.865613, 7.545795], [15.252895, 5.656070, 8.124140], [14.925893, 6.688814, 5.885160], [17.522096, 5.398555, 5.217989], [16.611048, 6.645271, 4.349251], [18.943011, 4.133979, 16.040073], [18.132162, 5.670920, 15.544286], [18.752375, 6.761027, 16.340221], [18.936918, 5.781998, 13.930754], [19.965517, 4.093341, 15.667263], [18.398378, 3.261589, 15.678212], [18.956291, 4.159039, 17.128986], [18.634710, 4.928463, 13.319113], [20.009183, 5.810524, 14.097012], [18.537010, 6.679892, 13.463536], [19.761308, 12.273413, 8.431238], [19.902197, 12.460473, 10.220013], [21.210049, 13.090523, 10.447764], [18.689551, 13.776064, 10.433433], [20.459165, 11.461605, 8.201198], [20.107605, 13.175329, 7.926866], [18.770481, 11.982773, 8.080524], [19.121761, 14.721725, 10.113796], [18.498734, 13.815888, 11.509356], [17.728755, 13.569782, 9.960789], [21.499908, 8.446578, 12.872208], [21.598854, 9.436568, 11.379344], [23.003198, 9.893556, 11.248240], [21.415302, 8.062232, 10.215230], [20.582293, 7.859547, 12.789638], [21.354013, 9.136069, 13.700911], [22.373688, 7.814564, 13.008375], [20.376088, 7.736008, 10.285681], [22.091500, 7.254298, 10.491604], [21.665924, 8.452685, 9.232618], [17.093936, 7.190588, 10.911714], [17.164351, 8.963129, 11.172846], [18.496050, 9.377006, 11.723562], [17.335294, 9.425885, 9.446764], [16.297147, 6.989388, 10.197989], [16.891194, 6.728801, 11.873009], [18.027394, 6.782313, 10.517983], [17.089637, 10.480602, 9.317739], [16.634838, 8.903971, 8.793789], [18.381121, 9.247376, 9.200043]], "atomic_forces_ev_per_a": [[-0.3, -0.5, 0.7], [0.5, 0.3, 0.0], [0.0, -0.5, 0.0], [-0.3, 0.0, -0.2], [0.4, 0.3, 0.5], [-0.1, -0.1, -0.2], [-0.4, -0.1, -0.1], [-0.1, 0.1, -0.2], [0.1, 0.3, -0.3], [0.1, 0.0, -0.1], [0.0, -0.1, 0.0], [0.0, 0.1, 0.0], [0.1, 0.2, 0.0], [-0.3, -0.1, -0.2], [0.2, 0.2, 0.1], [0.2, 0.0, 0.0], [0.2, -0.2, 0.1], [0.0, 1.0, -0.5], [-0.1, -0.4, 0.1], [0.1, -0.3, 0.1], [0.1, 0.0, 0.1], [0.0, 0.1, 0.0], [0.0, 0.0, 0.1], [0.0, -0.1, 0.0], [-0.3, -0.1, -0.1], [-0.1, 0.0, 0.1], [-0.4, -0.4, 0.5], [-0.3, 0.2, 0.2], [0.3, -0.4, 0.1], [0.3, 0.1, -0.4], [-0.2, -0.8, -0.2], [0.1, 0.5, 0.4], [0.0, 0.3, -0.3], [0.1, 0.0, -0.3], [0.2, -0.1, -0.1], [0.0, 0.3, 0.0], [0.0, 0.1, 0.0], [0.0, -0.1, 0.0], [-0.2, 0.3, 0.0], [-0.3, -0.7, 0.3], [0.8, 0.4, -0.4], [0.3, 0.1, 0.6], [-0.2, 0.1, -0.2], [0.2, 0.2, 0.1], [0.0, -0.3, 0.0], [-0.5, 0.2, -0.3], [0.0, 0.2, -0.4], [0.0, 0.0, 0.1], [0.1, 0.0, 0.1], [-0.4, -0.2, 0.2], [-0.1, -0.2, -0.1], [-0.1, -0.1, -0.1], [0.1, 0.0, 0.1], [0.6, 0.0, -0.3], [-0.1, -0.1, 0.2], [-0.8, -0.3, 0.0], [0.0, 0.1, 0.0], [-0.1, 0.1, 0.0], [-0.1, -0.1, 0.0], [0.1, 0.0, 0.0], [0.1, 0.2, 0.0], [0.3, 0.2, 0.0], [0.3, -0.3, -0.3], [-0.8, -0.1, -0.2], [0.6, 0.2, 0.1], [-0.3, -0.1, 0.5], [0.0, 0.1, 0.0], [-0.1, 0.1, 0.1], [-0.1, 0.1, 0.2], [0.0, 0.0, -0.2], [0.1, 0.2, 0.0], [0.1, -0.1, -0.2], [-0.8, 0.0, 0.0], [0.4, 0.2, -0.2], [0.2, 0.0, 0.0], [-0.2, 0.0, 0.4], [0.1, 0.0, 0.1], [0.3, 0.0, 0.1], [0.1, 0.1, -0.1], [0.0, -0.1, -0.2], [0.1, 0.0, -0.1], [0.0, 0.0, -0.1], [0.4, -0.1, 0.1], [0.1, 0.5, -0.5], [-0.2, -0.5, 0.4], [-0.6, 0.2, -0.3], [-0.2, 0.0, 0.2], [-0.2, -0.1, -0.1], [0.1, 0.2, 0.0], [0.2, 0.1, 0.3], [0.2, -0.3, 0.1], [0.0, -0.1, -0.1]], "lowdin_charge": [-0.021, -0.284, -0.082, 0.026, -0.583, 0.144, 0.093, 0.095, 0.079, 0.090, 0.152, 0.112, 0.134, -0.009, -0.285, -0.076, 0.076, -0.584, 0.144, 0.072, 0.091, 0.094, 0.087, 0.133, 0.134, 0.122, -0.048, -0.311, -0.089, 0.059, -0.563, 0.174, 0.089, 0.073, 0.061, 0.096, 0.143, 0.134, 0.116, -0.023, -0.314, -0.096, 0.067, -0.556, 0.174, 0.079, 0.049, 0.101, 0.092, 0.149, 0.128, 0.127, -0.248, 0.821, -0.534, -0.241, 0.055, 0.044, 0.054, 0.050, 0.059, 0.024, -0.266, 0.756, -0.517, -0.251, 0.035, 0.063, 0.043, 0.061, 0.038, 0.052, -0.251, 0.780, -0.537, -0.248, 0.022, 0.043, 0.067, 0.025, 0.058, 0.032, -0.252, 0.852, -0.583, -0.250, 0.048, 0.013, 0.070, 0.051, 0.042, 0.054]}

Record 2
{"formula": "C24H48O8", "method": "wB97M-V/def2-TZVPD", "multiplicity": 1, "molar_mass_g_mol": 464.64, "fmax_ha_per_bohr": 0.3647, "total_energy_ev": -42020.1240, "orbital_gap_ev": 7.281, "relative_energy_kj_mol": 2520.54, "elements": ["C", "C", "O", "C", "H", "H", "H", "H", "H", "H", "C", "C", "O", "C", "H", "H", "H", "H", "H", "H", "C", "C", "O", "C", "H", "H", "H", "H", "H", "H", "C", "C", "O", "C", "H", "H", "H", "H", "H", "H", "C", "C", "O", "C", "H", "H", "H", "H", "H", "H", "C", "C", "O", "C", "H", "H", "H", "H", "H", "H", "C", "C", "O", "C", "H", "H", "H", "H", "H", "H", "C", "C", "O", "C", "H", "H", "H", "H", "H", "H"], "coordinates": [[35.716346, 16.256438, 37.746903], [36.994412, 15.686586, 37.135226], [37.714937, 15.059366, 37.853402], [37.236552, 15.923821, 35.648401], [35.878449, 17.192039, 38.278023], [35.308819, 15.636164, 38.531255], [34.945754, 16.252761, 37.128147], [38.222620, 15.611230, 35.395798], [36.965207, 16.848619, 35.314892], [36.574448, 15.256504, 35.140090], [36.533975, 19.597955, 39.114766], [36.980273, 21.091840, 39.333276], [37.634472, 21.432559, 40.363821], [36.656637, 22.196179, 38.303500], [35.537507, 19.514868, 38.566075], [36.873656, 19.132672, 39.832909], [37.211313, 19.140976, 38.181606], [37.327526, 22.429981, 37.492836], [36.477367, 23.202144, 38.827005], [35.798542, 21.785482, 37.828521], [36.513778, 17.996132, 34.367996], [35.989150, 19.211153, 33.627220], [36.714839, 20.061365, 33.102065], [34.485210, 19.469636, 33.660603], [35.827489, 17.599572, 35.147442], [37.595286, 18.020556, 34.518686], [36.263812, 17.184850, 33.685817], [33.851729, 19.891905, 34.690788], [33.947908, 18.510401, 33.517622], [34.179364, 19.994863, 32.858747], [41.995085, 14.628231, 38.499649], [41.760303, 15.563501, 37.264541], [42.016838, 16.790790, 37.319214], [41.176993, 14.928167, 36.032168], [42.685812, 13.993105, 38.332114], [41.080424, 14.085361, 38.714178], [42.360070, 15.138484, 39.216374], [40.106900, 14.863471, 36.282610], [41.529363, 13.882581, 36.040808], [41.334834, 15.458397, 35.191533], [41.851178, 15.831825, 31.266951], [40.952913, 15.528279, 32.530660], [40.769966, 14.385332, 32.930926], [40.496583, 16.756694, 33.330204], [42.800607, 16.500628, 31.435876], [41.401565, 16.403913, 30.538580], [42.219152, 15.085506, 30.661511], [40.335802, 16.464870, 34.224837], [39.736542, 17.441286, 32.995132], [41.443890, 17.233134, 33.429023], [40.498326, 20.357314, 32.101369], [40.534728, 19.599986, 30.804492], [41.624476, 19.373537, 30.294437], [39.341023, 19.287342, 30.131031], [41.349535, 20.072187, 32.586859], [39.587864, 19.958510, 32.658600], [40.587886, 21.385074, 31.725896], [38.846225, 18.917119, 30.774572], [39.267167, 18.702877, 29.162111], [38.767547, 20.249466, 30.133678], [40.126551, 23.082887, 38.790669], [41.591414, 23.548539, 38.587480], [42.366090, 23.942906, 39.550046], [42.248486, 23.409158, 37.151227], [39.250116, 23.491104, 38.223735], [39.980592, 23.090538, 39.866564], [39.942202, 21.979929, 38.533786], [43.351377, 23.684402, 37.264175], [41.469957, 24.137289, 36.825297], [42.260814, 22.306874, 36.962456], [39.474769, 18.831067, 35.746540], [39.884032, 20.197274, 35.309796], [40.014070, 21.058588, 36.193619], [40.247629, 20.430063, 33.872844], [39.453269, 18.242963, 34.872817], [38.526423, 18.914997, 36.043335], [40.078475, 18.290937, 36.324116], [40.365237, 21.558302, 33.687556], [39.357587, 20.350907, 33.045829], [40.976885, 19.928776, 33.406939]], "atomic_forces_ev_per_a": [[2.7, -0.4, 2.7], [-1.1, 0.7, 0.1], [1.2, -0.6, 0.1], [0.6, -3.2, 2.6], [0.1, 0.3, -0.5], [0.6, -0.7, 0.5], [-3.3, 0.8, -3.4], [0.9, 0.0, -0.2], [0.8, 0.0, 1.1], [-0.7, -0.8, -0.4], [-1.1, 5.6, -11.0], [2.7, 1.4, 2.3], [-2.4, -1.8, -3.1], [-0.6, 0.4, 1.5], [0.9, -0.1, 1.8], [2.1, -5.2, 7.6], [-1.2, 1.5, 2.1], [0.9, -0.6, 0.0], [0.0, -1.7, -0.6], [-1.3, 0.4, -0.6], [-2.1, 1.6, -2.7], [0.2, 2.5, 1.1], [-0.5, -1.8, 0.4], [-1.6, -2.3, 4.3], [0.2, 1.9, -0.1], [-0.7, 0.4, 0.0], [0.5, -0.2, -0.7], [2.6, -1.0, -2.7], [0.4, 0.1, 0.2], [-0.7, 2.4, -2.5], [-6.6, 1.8, -4.8], [0.9, 2.4, 1.0], [-0.7, -3.2, -0.2], [-0.5, -2.3, 4.1], [4.8, -4.9, -1.9], [-0.2, 0.1, 0.3], [1.8, 4.0, 5.4], [0.0, 0.0, -0.3], [-0.1, 0.4, -0.6], [0.8, 1.3, -2.5], [1.6, 1.9, 2.7], [0.7, -1.1, -1.2], [0.1, 1.7, -0.6], [2.0, 0.4, -5.5], [-1.8, -1.2, 0.5], [-1.9, 1.8, -1.2], [0.6, -2.7, -0.4], [-2.0, -2.0, 5.9], [-0.2, -0.1, -0.7], [0.7, 1.3, -0.1], [1.0, -0.6, -18.7], [4.6, 1.3, -1.7], [0.3, -0.7, 0.3], [2.2, 4.6, -8.8], [3.6, 0.3, -5.1], [6.2, -9.6, -13.4], [-0.5, -0.2, 0.4], [-7.2, -6.0, 8.3], [0.7, 1.0, 1.2], [0.4, -0.3, -0.9], [-0.1, -1.5, 0.1], [4.1, 0.1, 2.7], [-4.1, -1.5, -3.6], [-0.1, -0.1, 3.5], [1.3, 0.6, 0.5], [-0.4, 0.5, 0.0], [1.1, 1.3, 0.1], [-1.8, 0.4, -0.4], [1.1, -0.7, -2.0], [-0.9, 1.1, -0.8], [0.6, 1.6, -4.1], [2.8, 1.9, 2.3], [-0.9, -0.5, -1.1], [-6.6, 4.8, 16.3], [-0.3, -0.8, -1.2], [-3.7, 0.1, 1.9], [2.7, -1.4, 3.2], [-0.1, -1.7, 0.9], [-5.7, 9.8, 14.6], [0.0, -3.3, 6.3]], "lowdin_charge": [0.005, -0.432, 0.088, -0.018, 0.059, 0.091, 0.022, 0.076, -0.083, 0.110, 0.003, -0.388, 0.013, -0.031, 0.101, -0.035, 0.137, 0.057, 0.118, 0.043, -0.070, -0.420, 0.058, -0.027, 0.107, 0.065, 0.120, 0.174, 0.075, 0.017, 0.031, -0.373, 0.027, -0.002, 0.014, 0.105, 0.014, 0.089, 0.110, 0.002, -0.004, -0.378, 0.068, -0.005, 0.130, 0.028, 0.039, -0.040, 0.090, 0.103, -0.170, -0.483, 0.059, 0.003, 0.089, 0.047, 0.178, -0.044, 0.144, 0.143, -0.047, -0.401, -0.032, -0.036, 0.076, 0.066, 0.086, 0.092, 0.088, 0.075, 0.013, -0.353, 0.030, -0.111, 0.024, 0.036, 0.051, 0.183, 0.097, 0.011]}